Record 1
Formula: C47H91F15N4O11
Source: the Open Molecules 2025 dataset
Level of theory: ωB97M-V with the def2-TZVPD basis set

```
! wB97M-V def2-TZVPD RIJCOSX def2/J DEFGRID3
* xyz 0 1
C 7.74097 -0.49298 -4.74255
C 6.30292 -0.14766 -4.42340
O 5.62305 -1.20462 -3.73259
C 5.92516 -1.59391 -2.51130
O 6.69410 -1.05367 -1.78110
C 5.10019 -2.81097 -2.03278
F 4.54512 -3.52271 -3.01672
F 5.94515 -3.63162 -1.38685
F 4.15912 -2.37728 -1.19974
H 7.95441 -1.33932 -5.39447
H 8.35602 -0.58959 -3.84802
H 8.14582 0.37698 -5.27146
H 5.73626 0.08394 -5.31972
H 6.29704 0.72678 -3.77119
C 1.40042 3.01168 1.97316
C 2.80094 3.25483 2.49127
O 3.67404 2.47101 1.67107
C 4.92868 2.31587 2.01715
O 5.49010 2.95099 2.86438
C 5.66317 1.23072 1.20205
F 4.84868 0.30792 0.71399
F 6.30916 1.82037 0.18356
F 6.58985 0.66915 1.97855
H 1.33649 3.34148 0.93693
H 0.68789 3.49064 2.64275
H 1.19909 1.93809 2.00286
H 2.85976 2.86911 3.51177
H 3.03904 4.31622 2.52569
C -1.99108 1.97352 3.41987
C -2.17203 3.33665 4.03158
O -0.97491 3.67732 4.74879
C -0.92393 3.51252 6.04516
O -1.70314 2.91453 6.71880
C 0.31841 4.17805 6.66980
F 1.17138 3.21421 7.03496
F 0.95309 5.00108 5.85340
F -0.03362 4.84597 7.75791
H -1.04191 1.97889 2.88259
H -2.77886 1.62593 2.75331
H -1.89449 1.22190 4.20685
H -3.02528 3.44739 4.70343
H -2.33560 4.11142 3.28187
C 1.72705 -0.21520 -8.15383
C 2.51866 -1.09573 -7.22691
O 2.17658 -0.81485 -5.84003
C 2.65663 0.27350 -5.28940
O 3.32912 1.09350 -5.84629
C 2.19348 0.53091 -3.83997
F 3.11620 1.21848 -3.18101
F 1.08436 1.28775 -3.85284
F 1.92544 -0.60983 -3.21098
H 0.66101 -0.39320 -7.99756
H 1.99797 -0.52052 -9.16683
H 1.89117 0.85048 -8.02236
H 3.58888 -0.96540 -7.39917
H 2.32007 -2.16018 -7.30180
C -1.27690 -1.88298 -2.47839
C -1.21536 -1.61390 -3.97694
O -2.05543 -0.50103 -4.26096
C -2.16968 -0.11083 -5.50729
O -1.56246 -0.54551 -6.44090
C -3.09961 1.09902 -5.66128
F -3.50657 1.23295 -6.90674
F -4.18205 0.98025 -4.86096
F -2.44729 2.20408 -5.25740
H -0.52329 -2.63961 -2.25320
H -2.24408 -2.28649 -2.19114
H -0.97538 -0.93617 -2.02865
H -1.58490 -2.47382 -4.54612
H -0.19085 -1.47113 -4.32310
C -1.44039 5.85044 0.58990
C -2.41666 5.68672 -0.57755
N -2.25569 4.47575 -1.34305
C -2.71370 4.57293 -2.71640
C -1.64671 5.22084 -3.61297
C -2.60602 3.25315 -0.65509
C -1.68701 2.10124 -1.03231
H -1.74250 5.28424 1.47036
H -1.34673 6.91253 0.81763
H -0.43746 5.52381 0.30444
H -3.43972 5.78103 -0.17631
H -2.25586 6.56800 -1.20039
H -2.87604 3.58941 -3.15623
H -3.63029 5.17377 -2.78038
H -0.74300 4.60941 -3.57828
H -1.94820 5.24483 -4.66314
H -1.39119 6.24113 -3.32558
H -3.67480 2.99178 -0.69110
H -2.44268 3.42561 0.41584
H -0.66673 2.47909 -0.99119
H -1.84750 1.76484 -2.06224
H -1.77029 1.22084 -0.39604
C -5.48100 -1.09825 -2.20620
C -4.64915 -0.45583 -1.07646
N -5.49367 -0.02157 0.02233
C -4.79125 0.18427 1.29873
C -4.12126 -1.09481 1.79179
C -6.27336 1.14050 -0.36243
C -7.61237 1.22796 0.38613
H -5.88114 -0.37610 -2.91874
H -6.27981 -1.69505 -1.76718
H -4.85550 -1.75879 -2.81254
H -3.96904 -1.27139 -0.83108
H -4.05442 0.35871 -1.51736
H -4.06232 0.98792 1.11300
H -5.56063 0.45580 2.01994
H -3.72179 -0.96530 2.79837
H -4.84258 -1.91135 1.82500
H -3.31030 -1.36091 1.11551
H -6.50782 1.20490 -1.42697
H -5.64909 2.04559 -0.25164
H -8.21057 2.04921 -0.00214
H -7.43312 1.37575 1.45130
H -8.09345 0.26048 0.25186
C 1.92569 -5.30875 -1.40562
C 1.26539 -6.20463 -0.35699
N 0.11341 -5.59031 0.28080
C -0.12958 -6.12163 1.61750
C 0.77052 -5.47198 2.63857
C -1.04851 -5.61820 -0.58423
C -2.20292 -4.71573 -0.08394
H 1.31086 -5.09594 -2.29100
H 2.88091 -5.72166 -1.72181
H 2.02742 -4.27309 -1.06425
H 1.11529 -7.20667 -0.77962
H 2.08570 -6.31623 0.35717
H -1.19509 -6.01211 1.84328
H -0.10805 -7.22584 1.59435
H 1.80923 -5.41969 2.30845
H 0.52005 -4.41438 2.77581
H 0.71856 -5.88255 3.64781
H -1.38461 -6.63157 -0.84583
H -0.79998 -5.13234 -1.53302
H -2.89088 -5.31284 0.51571
H -2.74392 -4.45680 -0.99613
H -1.85334 -3.81692 0.41660
C 1.51893 0.06960 6.95919
C 1.16839 0.35911 5.49863
N 1.34590 -0.81981 4.61298
C 0.49623 -1.93448 5.00500
C -0.96816 -1.52328 5.17652
C 2.72551 -1.22635 4.41881
C 3.64618 -0.11152 3.94623
H 1.35327 0.95160 7.57808
H 2.55384 -0.26465 7.03533
H 0.91557 -0.74431 7.36247
H 0.15252 0.72310 5.36434
H 1.82910 1.15215 5.14298
H 0.79367 -2.50060 5.89593
H 0.52173 -2.60979 4.14331
H -1.15484 -1.15692 6.19562
H -1.66328 -2.36751 5.24279
H -1.33560 -0.78402 4.46916
H 3.16762 -1.70300 5.30708
H 2.73304 -2.00008 3.64389
H 3.79008 0.68437 4.67735
H 4.61216 -0.56190 3.71600
H 3.26536 0.33908 3.02675
C -0.32574 -0.61312 1.70638
C 0.62375 -0.48417 0.54859
C 1.29819 -1.75889 0.10044
O 0.84144 0.54614 -0.03791
H 0.05041 -0.02875 2.55034
H -0.56837 -1.61889 2.03398
H -1.22117 -0.05445 1.41076
H 2.00578 -2.08518 0.86888
H 1.85015 -1.61478 -0.82414
H 0.55157 -2.54730 -0.02004
*
```

Calculated values
Kohn-Sham gap   8.60 eV
E   -4390.1019 Eh
SMILES   CCOC(=O)C(F)(F)F.CCOC(=O)C(F)(F)F.CCOC(=O)C(F)(F)F.CCOC(=O)C(F)(F)F.CCOC(=O)C(F)(F)F.CCN(CC)CC.CCN(CC)CC.CCN(CC)CC.CCN(CC)CC.CC(C)=O
Energy above the lowest of the compared OMol25 structures with the same formula, charge and spin   0.00 kJ/mol


Record 2
Formula: C48H100F6N6O14P
Source: the Open Molecules 2025 dataset
Level of theory: ωB97M-V with the def2-TZVPD basis set

```
! wB97M-V def2-TZVPD RIJCOSX def2/J DEFGRID3
* xyz -3 1
P 28.67377 4.92640 -16.02296
F 29.12945 6.50262 -16.14066
F 28.61392 4.77768 -17.61914
F 30.20369 4.53581 -16.20710
F 28.29620 3.35523 -15.82991
F 28.76503 5.17813 -14.41220
F 27.11273 5.46058 -15.92608
C 34.92502 8.27787 -14.61203
C 34.81967 9.03704 -15.78107
C 35.37663 8.61619 -17.17047
O 35.34829 9.35069 -18.23944
C 35.85475 7.36469 -17.31569
C 35.90399 6.51011 -16.22834
C 35.44725 6.96314 -14.81745
O 35.79733 6.10784 -13.92081
O 36.30817 5.30378 -16.28803
O 34.40746 10.21987 -15.57836
H 34.63481 8.60023 -13.62296
H 36.31337 7.20377 -18.28014
C 22.34462 8.17882 -5.06384
C 22.74815 9.37884 -5.88244
C 23.57572 8.89447 -7.15392
C 22.78449 8.33422 -8.29130
C 21.80688 9.41967 -8.86722
C 20.92714 10.06964 -7.63417
N 21.69704 10.29694 -6.34045
O 20.95921 10.93519 -5.38662
C 20.34794 11.44092 -8.14828
C 19.76978 9.04909 -7.45264
C 23.77571 10.33931 -5.05813
H 21.30043 7.99355 -5.31570
H 22.38894 8.45713 -4.01090
H 22.86163 7.26011 -5.34092
H 24.21728 9.64719 -7.61208
H 24.28886 8.10326 -6.92262
H 22.29821 7.42685 -7.93312
H 23.43839 7.96011 -9.07905
H 21.18263 8.80114 -9.51207
H 22.21395 10.16508 -9.55040
H 21.14726 12.15761 -7.95978
H 20.06339 11.41902 -9.20025
H 19.40956 11.64845 -7.63400
H 20.09590 8.04444 -7.18355
H 19.13756 9.34102 -6.61408
H 19.06886 9.14613 -8.28173
H 23.92945 11.32465 -5.49812
H 24.74911 9.91216 -4.81704
H 23.35297 10.69957 -4.12026
H 21.50981 11.67633 -5.12369
C 20.46320 10.10385 -20.78113
C 19.85653 9.19410 -19.67886
C 18.33263 9.23334 -19.84950
C 17.59686 8.29755 -18.90584
C 17.98271 6.84371 -19.27274
C 19.51420 6.72007 -19.17803
N 20.21443 7.75260 -19.98742
O 21.52509 7.59118 -20.31548
C 19.91686 6.42285 -17.73272
C 19.71129 5.43260 -20.07387
C 20.28901 9.59407 -18.28792
H 21.53377 10.07362 -20.57850
H 20.23402 11.15167 -20.58707
H 20.17837 9.81512 -21.79286
H 18.02750 10.25561 -19.62600
H 17.98794 9.01037 -20.85924
H 16.52902 8.17227 -19.08503
H 17.69643 8.50055 -17.83955
H 17.68674 6.74414 -20.31706
H 17.40492 6.17972 -18.62979
H 20.18037 5.36951 -17.63716
H 20.80179 7.05378 -17.64949
H 19.24710 6.84204 -16.98185
H 19.18351 4.51307 -19.82086
H 19.36346 5.66826 -21.07964
H 20.75937 5.13430 -20.04828
H 20.28605 10.68355 -18.25441
H 21.32360 9.25121 -18.27500
H 19.80923 9.21603 -17.38516
H 22.02496 7.70032 -19.50319
C 32.18673 12.66244 -10.48574
O 32.80636 13.94122 -10.53551
C 32.98184 14.48542 -9.32021
C 34.29657 15.25649 -9.33946
N 35.24030 14.75790 -10.36651
C 36.09752 13.57342 -10.05132
C 36.89642 14.03125 -8.77513
O 37.31926 15.38076 -8.90067
C 38.66667 15.66170 -8.66915
H 32.73369 12.01695 -9.79851
H 32.08098 12.31482 -11.51339
H 31.19242 12.74727 -10.04729
H 33.33485 13.66818 -8.69124
H 32.03874 14.85803 -8.92043
H 34.61498 15.54936 -8.33898
H 34.09647 16.31278 -9.51922
H 35.98142 15.31620 -9.96758
H 36.78003 13.36952 -10.87637
H 35.46205 12.71288 -9.84215
H 37.71988 13.32707 -8.65623
H 36.14988 13.87285 -7.99687
H 39.09977 15.66196 -9.66941
H 39.28048 15.04475 -8.01287
H 38.83161 16.66839 -8.28512
C 35.95611 -0.44316 -9.74841
O 35.34622 0.16055 -10.90184
C 33.90342 0.24456 -10.57077
C 33.15053 0.86254 -11.75794
N 33.74872 0.49688 -13.03521
C 33.40775 -0.88488 -13.36536
C 33.91851 -1.09540 -14.77712
O 35.38253 -0.82843 -14.82904
C 35.77184 -1.10726 -16.21386
H 35.65994 -1.48808 -9.65615
H 35.95994 0.19773 -8.86673
H 37.03835 -0.54307 -9.83124
H 33.87237 0.89866 -9.69940
H 33.49534 -0.74749 -10.37738
H 32.97705 1.93863 -11.76299
H 32.12275 0.55917 -11.95729
H 33.14600 1.08178 -13.59622
H 32.33429 -1.04416 -13.46742
H 33.53183 -1.67492 -12.62473
H 33.36357 -0.39389 -15.40004
H 33.64794 -2.08701 -15.13989
H 35.36345 -2.04424 -16.59253
H 36.84613 -1.25096 -16.32935
H 35.44826 -0.35746 -16.93580
C 36.36916 15.83228 -16.37600
O 34.96072 15.76509 -16.77154
C 34.91297 16.08074 -18.18491
C 33.73111 17.04154 -18.31076
N 32.55859 16.44430 -17.71891
C 32.05664 15.33544 -18.52264
C 30.80838 14.64283 -17.91106
O 30.80238 14.79887 -16.42253
C 29.44657 14.59410 -15.95310
H 36.60023 15.47214 -15.37350
H 36.68180 16.86975 -16.49439
H 37.03802 15.28599 -17.04106
H 34.86688 15.21278 -18.84265
H 35.80155 16.55905 -18.59692
H 33.68975 17.22916 -19.38370
H 33.95891 17.98586 -17.81632
H 31.94561 17.15776 -18.08678
H 32.97026 14.78441 -18.74572
H 31.78872 15.69744 -19.51525
H 30.85175 13.57882 -18.14369
H 29.92667 15.10047 -18.35967
H 29.29574 14.62912 -14.87416
H 29.07077 13.66010 -16.37088
H 28.98714 15.51048 -16.32358
C 25.50989 4.59265 -25.50334
O 26.92352 4.10558 -25.37069
C 27.42481 3.94707 -24.07808
C 28.87778 3.40889 -24.07885
N 29.77226 4.14676 -24.88187
C 30.02504 5.38057 -24.17412
C 29.17228 6.64951 -24.16409
O 28.39191 6.87918 -25.31950
C 27.62835 8.10269 -25.19961
H 24.77188 3.97112 -24.99625
H 25.34308 4.69817 -26.57532
H 25.63573 5.56752 -25.03227
H 26.74186 3.35813 -23.46584
H 27.35861 4.90184 -23.55641
H 29.00632 2.38095 -24.41783
H 29.09752 3.45564 -23.01225
H 30.65422 3.65568 -24.84890
H 30.93980 5.74787 -24.63931
H 30.41575 5.15939 -23.18088
H 29.86042 7.42538 -23.82854
H 28.48676 6.61624 -23.31730
H 27.23239 8.54039 -26.11598
H 28.20315 8.90264 -24.73294
H 26.81449 7.89399 -24.50523
*
```

Calculated values
Kohn-Sham gap   1.36 eV
E   -4210.8150 Eh


For reference, highest occupied orbital energy by record: -8.094; 2.099 eV.
For reference, lowest unoccupied orbital energy by record: 0.5; 3.5 eV.